(1)
A structure of composition C20H30N2OPt. Source: OMol25; level of theory: ωB97M-V/def2-TZVPD.

Each line ends with the natural charge from an NBO analysis.
Cartesian coordinates (Å):
Pt -0.0063 -0.3816 -0.9894  0.297
C -3.0505 -0.7055 -1.0303  -0.649
C -1.9433 -0.2495 -0.0999  -0.015
C -1.2120 -1.2027 0.6943  -0.213
C -1.4037 -2.6787 0.4021  -0.630
C -0.6343 -0.8037 1.9686  0.035
C -0.0527 -1.9002 2.8288  -0.641
C -0.6388 0.5027 2.3619  -0.068
C 0.1084 0.9910 3.5779  -0.629
C -1.3466 1.4780 1.5601  -0.031
C -1.3610 2.9163 2.0316  -0.642
C -2.0307 1.1116 0.4388  -0.028
C -2.9296 2.0867 -0.2818  -0.643
H -4.0029 -0.8195 -0.4978  0.199
H -2.8137 -1.6604 -1.4908  0.214
H -3.2029 0.0067 -1.8397  0.214
H -2.3448 -3.0614 0.8156  0.205
H -0.5959 -3.2823 0.8104  0.216
H -1.4204 -2.8684 -0.6702  0.212
H 0.9256 -2.2337 2.4667  0.215
H -0.7013 -2.7755 2.8342  0.214
H 0.0644 -1.5934 3.8635  0.214
H -0.5481 1.3996 4.3514  0.208
H 0.8064 1.7867 3.3064  0.208
H 0.7099 0.2116 4.0348  0.213
H -2.1632 3.1080 2.7515  0.216
H -1.4902 3.6167 1.2092  0.212
H -0.4309 3.1829 2.5301  0.213
H -2.4608 2.5056 -1.1796  0.207
H -3.2238 2.9215 0.3488  0.215
H -3.8491 1.6061 -0.6108  0.217
C -0.4766 -1.7895 -3.8731  -0.256
O -0.3336 -0.3621 -3.9194  -0.513
C -0.0410 0.2896 -2.8073  0.207
C 0.0349 1.7541 -3.1551  -0.721
H -1.4401 -2.0279 -4.3186  0.190
H -0.4276 -2.1194 -2.8353  0.205
H 0.3287 -2.2144 -4.4689  0.188
H 0.1456 1.9431 -4.2237  0.215
H 0.8370 2.2279 -2.5916  0.226
H -0.9024 2.1983 -2.8068  0.235
N 2.1196 1.4948 0.5250  -0.796
C 2.8828 0.4393 0.1140  0.400
C 4.2872 0.4615 0.2121  -0.295
C 4.9916 -0.6586 -0.1483  -0.143
C 4.3138 -1.7955 -0.5982  -0.314
C 2.9423 -1.7213 -0.6781  0.073
N 2.2383 -0.6304 -0.3519  -0.523
H 2.5571 2.3970 0.5861  0.387
H 1.1417 1.4687 0.2519  0.421
H 4.7845 1.3491 0.5799  0.215
H 6.0720 -0.6596 -0.0759  0.217
H 4.8313 -2.7004 -0.8783  0.223
H 2.3559 -2.5597 -1.0348  0.203

Computed properties:
energy relative to the best compared isomer or geometry (same formula, charge and spin)	9.90	kcal/mol
frontier orbital gap	6.706	eV
net charge	0
multiplicity	1
E_LUMO	0.58	eV

(2)
The molecule C4H4O2. Source: OMol25; level of theory: ωB97M-V/def2-TZVPD.

Each line ends with the natural charge from an NBO analysis.
Cartesian coordinates (Å):
O -1.2747 -0.2755 1.2272  -0.692
C -0.9614 0.4355 0.0560  -0.058
C 0.2171 -0.1940 -0.6761  -0.530
C 0.4038 -0.7756 -1.8180  0.282
C 1.5938 -0.0588 -0.0142  0.448
O 1.9349 0.9999 0.4407  -0.474
H -1.6474 -1.1291 0.9723  0.472
H -0.6554 1.4349 0.3734  0.220
H -1.8234 0.5289 -0.6155  0.188
H 2.2128 -0.9664 0.0542  0.145

Computed properties:
energy relative to the best compared isomer or geometry (same formula, charge and spin)	93.04	kcal/mol
frontier orbital gap	9.487	eV
net charge	0
multiplicity	1
E_LUMO	-1.18	eV

(3)
A cluster of 2 separate species, C3H4FN in total at a distorted geometry. Source: OMol25; level of theory: ωB97M-V/def2-TZVPD.

Each line ends with the natural charge from an NBO analysis.
Cartesian coordinates (Å):
C -0.6997 -1.9234 -0.1197  -0.182
C 0.7912 1.9524 -0.1857  -0.102
C 1.7686 -0.3021 0.2511  0.494
N 1.4738 0.8845 -0.0716  -0.419
F 2.9650 -0.8860 0.0072  -0.323
H -1.3850 -1.0502 -0.2177  0.073
H -0.9696 -2.5908 -0.8968  0.071
H -0.1252 1.9237 -0.9572  0.187
H 0.8078 2.7950 0.4957  0.201

Computed properties:
energy relative to the best compared isomer or geometry (same formula, charge and spin)	172.86	kcal/mol
frontier orbital gap (spin up / spin down)	7.840 / 7.732	eV
net charge	0
multiplicity	1
E_LUMO (spin up / spin down)	-0.75 / -0.55	eV

(4)
A cluster of 3 separate species, C9H22BrFN5O2 in total at a distorted geometry. Source: OMol25; level of theory: ωB97M-V/def2-TZVPD.

Each line ends with the natural charge from an NBO analysis.
Cartesian coordinates (Å):
C -2.0250 -0.6381 1.2511  -0.653
C -2.0476 0.7738 0.7119  0.339
F -3.3268 1.1333 0.4361  -0.331
N -1.2633 0.8280 -0.5211  -0.596
C -0.4805 1.8943 -0.7289  0.692
N -0.1538 2.8042 0.2272  -0.820
N 0.0154 2.0964 -1.9203  -0.605
Br -0.3194 1.0161 -3.3792  0.332
H -2.5831 -0.7019 2.1652  0.249
H -0.9855 -0.8584 1.4776  0.199
H -2.3617 -1.3445 0.5110  0.263
H -1.6841 1.4320 1.4850  0.180
H -0.7697 -0.0501 -0.6466  0.432
H -0.1101 3.7394 -0.1642  0.424
H 0.7164 2.5622 0.6870  0.425
H 0.6363 2.8866 -2.0656  0.452
C -4.3233 -4.8338 2.3076  -0.723
C -3.1735 -4.4417 1.4140  0.686
O -3.2106 -3.4347 0.7169  -0.668
N -2.0857 -5.2506 1.4041  -0.608
C -1.8687 -6.4755 2.1572  -0.413
H -5.1129 -4.0966 2.2059  0.248
H -4.7161 -5.8089 2.0199  0.235
H -4.0049 -4.8656 3.3500  0.230
H -1.3557 -4.9378 0.7846  0.396
H -0.9885 -6.3666 2.7919  0.201
H -1.7033 -7.3053 1.4694  0.205
H -2.7237 -6.7047 2.7819  0.217
C 4.6051 4.7064 -0.6362  -0.725
C 3.4102 4.3299 -1.4721  0.690
O 2.2751 4.6981 -1.1736  -0.689
N 3.6358 3.5774 -2.5767  -0.602
C 4.9061 3.0639 -3.0713  -0.415
H 4.2714 5.3081 0.2026  0.252
H 5.1006 3.8138 -0.2535  0.234
H 5.3140 5.2891 -1.2239  0.243
H 2.8061 3.3752 -3.1106  0.384
H 5.0958 3.4575 -4.0695  0.213
H 4.8673 1.9757 -3.1249  0.204
H 5.7216 3.3534 -2.4199  0.222

Computed properties:
frontier orbital gap	7.962	eV
net charge	+1
multiplicity	1
E_LUMO	-3.69	eV